No. 1
# C6H6N2OS

The molecule C6H6N2OS in a non-equilibrium geometry (the ωB97M-V functional and the def2-TZVPD basis, OMol25).

```
16
Properties=species:S:1:pos:R:3:nbo_charge:R:1
C 1.188 0.747 -2.578 -0.08
C 0.493 1.464 -1.641 -0.08
C 0.606 -0.713 -1.001 0.16
C -0.321 -0.912 2.578 0.32
C -0.855 0.679 0.367 -0.03
C -0.626 -1.429 1.272 -0.42
N 1.342 -0.614 -2.078 -0.45
N -0.050 0.527 -0.758 -0.44
O -1.242 -0.548 3.324 -0.55
S 0.710 -1.932 0.158 0.35
H 1.807 1.146 -3.325 0.22
H 0.139 2.422 -1.577 0.22
H 0.753 -0.688 2.663 0.13
H -1.881 0.337 0.437 0.22
H -0.437 1.218 1.164 0.20
H -1.627 -1.702 0.993 0.23
```

Kohn-Sham gap (spin up / spin down) = 7.434 / 7.435 eV
HOMO level (spin up / spin down) = -8.70 / -8.70 eV
E = -815.0371 hartree
relative energy (zero: lowest compared OMol25 entry of this formula, charge and spin) = 74.3 kcal/mol

***

No. 2
# C24H29IrN9

A structure of composition C24H29IrN9 (the ωB97M-V functional and the def2-TZVPD basis, OMol25).

```
63
Properties=species:S:1:pos:R:3:nbo_charge:R:1
Ir 0.001 -0.577 -0.303 1.11
C -0.831 2.156 -1.324 -0.27
N 0.375 1.403 -0.915 -0.55
C 1.527 1.365 -1.849 -0.28
C 2.490 0.424 -1.191 0.45
N 2.017 -0.509 -0.335 -0.59
C 3.149 -1.212 0.150 0.15
C 3.295 -2.234 1.080 -0.23
C 4.580 -2.677 1.328 -0.16
C 5.698 -2.122 0.687 -0.16
C 5.567 -1.091 -0.220 -0.19
C 4.271 -0.661 -0.465 0.09
N 3.801 0.373 -1.289 -0.44
C -1.884 1.646 -0.387 0.40
N -1.700 0.461 0.187 -0.45
C -2.889 0.139 0.856 0.15
C -3.285 -0.998 1.555 -0.25
C -4.549 -0.981 2.108 -0.16
C -5.400 0.131 1.979 -0.17
C -5.020 1.256 1.280 -0.20
C -3.749 1.228 0.716 0.10
N -3.072 2.157 -0.074 -0.47
H -1.079 1.896 -2.356 0.26
H -0.676 3.234 -1.265 0.26
H 0.698 1.830 -0.043 0.42
H 1.949 2.357 -2.021 0.26
H 1.182 0.960 -2.802 0.26
H 2.458 -2.657 1.614 0.23
H 4.732 -3.468 2.050 0.25
H 6.683 -2.502 0.921 0.26
H 6.424 -0.641 -0.701 0.26
H 4.373 0.970 -1.873 0.46
H -2.633 -1.849 1.668 0.22
H -4.896 -1.840 2.667 0.25
H -6.378 0.099 2.438 0.26
H -5.674 2.112 1.181 0.26
H -3.424 3.057 -0.367 0.46
C 0.932 -5.951 -0.814 -0.67
C 0.545 -4.732 -0.052 0.25
C 0.176 -4.556 1.267 -0.33
C -0.057 -3.189 1.445 0.23
N 0.142 -2.559 0.279 -0.33
N 0.515 -3.509 -0.617 -0.34
C -0.375 -2.471 2.710 -0.67
H 0.972 -6.805 -0.144 0.27
H 1.913 -5.830 -1.274 0.25
H 0.209 -6.168 -1.601 0.25
H 0.111 -5.324 2.019 0.27
H 0.690 -3.270 -1.579 0.43
H -1.283 -2.867 3.165 0.26
H -0.493 -1.399 2.556 0.22
H 0.427 -2.621 3.434 0.27
C -4.605 -1.880 -2.593 -0.40
N -3.495 -2.598 -1.928 -0.41
C -3.614 -4.057 -1.724 -0.40
C -2.404 -1.987 -1.645 0.68
N -1.420 -1.397 -1.439 -0.49
H -4.585 -2.085 -3.662 0.24
H -4.506 -0.814 -2.411 0.22
H -5.538 -2.237 -2.162 0.24
H -3.628 -4.563 -2.688 0.24
H -4.542 -4.251 -1.191 0.24
H -2.773 -4.408 -1.130 0.22
```

Kohn-Sham gap (spin up / spin down) = 6.957 / 6.958 eV
HOMO level (spin up / spin down) = -17.09 / -17.09 eV
E = -1528.2187 hartree
total charge = +3
relative energy (zero: lowest compared OMol25 entry of this formula, charge and spin) = 20.3 kcal/mol

***

No. 3
# C6H10O

A structure of composition C6H10O in a non-equilibrium geometry (the ωB97M-V functional and the def2-TZVPD basis, OMol25).

```
17
Properties=species:S:1:pos:R:3:nbo_charge:R:1
C -0.155 -1.317 0.807 -0.63
C 0.432 0.183 0.578 -0.17
C 1.262 0.541 -0.628 -0.40
C 0.242 -0.232 -1.705 -0.12
C -0.777 0.782 0.010 0.09
C -0.547 0.936 1.470 -0.37
H -0.203 -1.877 2.064 0.21
H 0.304 -2.168 0.244 0.22
H -1.411 -1.193 0.648 0.24
H 1.622 1.512 -0.780 0.24
H 2.234 -0.109 -0.667 0.21
H 0.236 -1.322 -1.805 0.20
H 0.161 -0.097 -2.941 0.21
H -0.655 1.907 -0.394 0.16
H -0.540 1.946 1.919 0.23
H -0.991 0.317 2.340 0.23
O -1.214 0.192 -1.161 -0.54
```

Kohn-Sham gap = 9.893 eV
HOMO level = -8.94 eV
E = -309.5634 hartree
relative energy (zero: lowest compared OMol25 entry of this formula, charge and spin) = 175.1 kcal/mol